Entry 1:
113
Properties=species:S:1:pos:R:3:forces:R:3:lowdin_charge:R:1 method="wB97M-V/def2-TZVPD" smiles="[H]/N=C/C[PH](CN)(CCOCC)OCCCC.CCOC(=O)C(F)(F)F.CCOC(=O)C(F)(F)F.CCOC(=O)C(F)(F)F.CCOC(=O)C(F)(F)F.CCOC(=O)C(F)(F)F" spin_multiplicity=1 gap_ev=8.572 charge=0 largest_force_ev_per_a=3.11 lumo_energy_ev=0.5
H 1.200486 6.853565 -2.973037 -0.304 -0.219 -0.148 0.050
N 0.457264 6.230702 -3.315072 0.971 -1.911 -0.800 0.073
C 0.992213 5.102205 -3.677548 -0.521 0.790 0.400 -0.255
C 0.107315 3.906186 -4.262968 1.852 1.642 0.459 -0.222
P -1.204933 3.530897 -2.942217 -2.418 0.528 -1.888 0.827
C -2.466848 3.489655 -4.395352 -1.005 1.011 -1.078 -0.432
N -2.166493 2.492967 -5.461632 -0.157 0.252 0.078 -0.065
C -1.941338 1.887334 -2.423471 -0.353 -1.694 1.779 -0.210
C -2.643191 2.020224 -0.975932 -0.097 0.808 -0.713 -0.213
O -3.919484 2.674114 -1.222069 0.233 -1.145 0.946 -0.214
C -4.961306 1.706730 -1.447927 -0.216 0.176 -2.335 -0.244
C -5.847201 2.255353 -2.668643 0.139 -0.077 0.084 -0.076
O -0.167451 3.724739 -1.615262 0.059 -1.105 -0.137 -0.368
C 0.642353 2.675941 -1.143224 2.227 -0.271 1.805 -0.281
C 1.800868 2.093568 -2.052274 0.205 -1.160 -0.335 -0.177
C 1.471345 0.663423 -2.715360 1.074 -0.036 1.543 -0.228
C 2.823041 -0.227017 -2.788328 -0.617 0.067 -0.911 -0.103
H 2.103831 4.973303 -3.548059 -1.016 -0.230 -0.303 0.107
H 0.770651 3.035843 -4.524215 -0.700 0.856 0.327 0.076
H -0.319709 4.341875 -5.215594 0.167 -0.816 1.228 0.086
H -1.924406 4.694790 -2.490421 0.678 -0.868 -0.016 0.057
H -2.475731 4.509954 -4.909303 0.067 -1.026 0.740 0.089
H -3.538209 3.353847 -4.029945 1.285 0.052 -0.216 0.062
H -1.514911 1.767108 -5.161577 -0.157 0.312 -0.177 0.043
H -1.822424 2.945949 -6.312588 -0.064 -0.452 0.581 0.056
H -2.781945 1.535680 -3.097747 1.215 0.642 0.531 0.086
H -1.238526 1.014337 -2.336613 -0.292 1.000 -0.255 0.076
H -2.804452 1.022423 -0.483555 0.249 0.841 -0.547 0.124
H -2.075517 2.691006 -0.277931 -0.403 -0.678 -0.723 0.117
H -4.452125 0.776234 -1.853011 -0.857 0.669 0.892 0.107
H -5.611416 1.501491 -0.555298 0.901 0.214 -0.599 0.120
H -5.638484 1.693806 -3.628776 -0.202 0.460 1.156 0.066
H -5.573272 3.332358 -2.886745 -0.477 -1.159 0.536 0.074
H -6.945348 2.156443 -2.443443 1.076 0.223 -0.289 0.070
H 1.198894 3.120217 -0.247545 -0.763 -0.332 -1.098 0.128
H 0.123865 1.782397 -0.660562 0.018 1.081 -0.902 0.114
H 2.200752 2.787964 -2.839392 -0.544 -0.404 0.853 0.088
H 2.687350 1.872631 -1.374460 -1.159 0.425 -0.615 0.107
H 0.956286 0.744107 -3.709424 0.420 -0.160 0.983 0.091
H 0.826408 0.141189 -1.941161 0.357 0.588 -1.300 0.076
H 2.983205 -0.538290 -3.862623 0.086 0.332 1.147 0.069
H 2.732427 -1.177165 -2.189554 0.095 1.232 -0.731 0.044
H 3.729352 0.347884 -2.435194 -1.012 -0.619 -0.411 0.074
C -2.361077 6.951400 -1.019374 -0.300 0.025 0.288 -0.057
C -1.212257 7.846877 -0.606353 0.087 -0.521 -0.693 -0.203
O -1.637324 8.798343 0.385787 -0.005 0.348 0.825 0.026
C -1.673392 8.351299 1.647437 0.424 -0.682 -1.377 -0.387
O -1.385485 7.239059 1.984081 -0.158 0.351 0.502 0.169
C -2.091108 9.472973 2.593438 -0.582 1.050 1.003 -0.534
F -3.133598 10.176280 2.124168 0.120 -0.276 -0.237 0.160
F -1.091578 10.349959 2.790972 0.156 -0.291 -0.268 0.160
F -2.447922 9.017272 3.799092 0.185 -0.328 -0.347 0.164
H -3.213289 7.548129 -1.353225 0.115 0.035 -0.082 0.088
H -2.056672 6.287468 -1.827696 0.072 0.293 0.123 0.023
H -2.707744 6.341960 -0.182095 0.124 -0.043 -0.051 0.084
H -0.870316 8.424690 -1.465653 -0.099 0.212 0.217 0.120
H -0.359706 7.266956 -0.246977 -0.155 0.058 0.198 0.123
C 3.064790 0.565256 3.841248 0.142 0.055 -0.328 -0.053
C 2.225007 -0.696594 3.853481 0.200 0.435 0.654 -0.201
O 1.857417 -1.074113 2.515843 0.015 -0.477 -0.748 0.032
C 2.781396 -1.756415 1.827293 -0.033 0.569 1.506 -0.380
O 3.861568 -2.054479 2.247946 -0.069 -0.201 -0.602 0.174
C 2.242073 -2.132907 0.451095 -0.508 -0.388 -1.447 -0.521
F 1.605478 -1.108062 -0.147982 0.140 -0.014 0.573 0.139
F 1.359878 -3.142943 0.520870 0.103 0.120 0.436 0.169
F 3.205648 -2.530546 -0.386395 0.165 0.118 0.548 0.159
H 2.546484 1.365801 3.308638 -0.064 -0.022 0.138 0.082
H 3.275182 0.896429 4.859301 -0.051 -0.048 -0.035 0.085
H 4.013808 0.401626 3.326890 -0.014 -0.066 0.121 0.077
H 1.295055 -0.513551 4.393157 -0.095 -0.112 -0.310 0.130
H 2.735444 -1.513358 4.358964 0.039 0.024 -0.362 0.099
C 7.106776 -5.095677 6.392146 -0.225 -0.232 0.169 -0.061
C 6.560675 -3.705820 6.139133 0.790 -0.120 -0.011 -0.199
O 5.144293 -3.756086 5.904830 -0.811 0.178 0.158 0.025
C 4.371177 -3.807609 6.998098 1.566 0.064 -0.135 -0.382
O 4.781177 -3.817204 8.121720 -0.630 0.007 -0.035 0.177
C 2.898368 -3.808341 6.601246 -1.558 -0.405 -0.231 -0.524
F 2.640430 -4.645542 5.584596 0.395 0.059 0.038 0.160
F 2.491378 -2.586445 6.204709 0.389 0.005 0.240 0.145
F 2.096054 -4.172754 7.604526 0.536 0.112 0.085 0.173
H 6.839742 -5.766831 5.572833 0.094 0.102 -0.046 0.082
H 8.193279 -5.071764 6.489399 -0.054 0.046 -0.030 0.086
H 6.686880 -5.523011 7.304504 0.077 0.082 -0.003 0.076
H 7.011593 -3.290786 5.236901 -0.351 0.004 -0.066 0.126
H 6.795459 -3.024728 6.959582 -0.254 -0.102 0.041 0.127
C -8.156193 -0.998609 -7.912373 0.277 0.200 0.042 -0.061
C -8.243987 -2.117014 -6.893209 -0.624 0.186 -0.427 -0.203
O -6.939084 -2.459119 -6.400070 0.563 -0.054 0.559 0.027
C -6.459850 -1.675918 -5.423943 -1.292 0.018 -0.727 -0.382
O -7.038113 -0.736634 -4.960599 0.517 -0.064 0.270 0.167
C -5.095492 -2.179351 -4.962487 1.509 -0.381 0.397 -0.532
F -4.293886 -2.497688 -5.990147 -0.364 0.125 -0.102 0.163
F -5.207870 -3.282949 -4.204122 -0.409 0.115 -0.107 0.163
F -4.438736 -1.272843 -4.229857 -0.489 0.117 -0.140 0.157
H -7.463614 -1.264210 -8.713876 -0.124 -0.086 0.000 0.084
H -9.136885 -0.795612 -8.345303 0.034 -0.053 0.042 0.083
H -7.781471 -0.079856 -7.457461 -0.124 -0.044 0.036 0.078
H -8.642967 -3.015239 -7.365957 0.302 -0.089 0.122 0.125
H -8.913948 -1.860170 -6.070278 0.249 0.055 0.067 0.126
C 3.041123 -8.100753 3.668573 0.294 0.194 0.054 -0.057
C 2.927563 -9.222095 4.682176 -0.641 0.201 -0.447 -0.199
O 4.223074 -9.585059 5.186514 0.568 -0.047 0.587 0.029
C 4.703201 -8.812568 6.169619 -1.329 0.018 -0.757 -0.383
O 4.132579 -7.866055 6.630203 0.561 -0.049 0.250 0.166
C 6.056045 -9.335792 6.643160 1.490 -0.481 0.453 -0.535
F 6.866075 -9.662491 5.624139 -0.362 0.163 -0.158 0.162
F 5.926447 -10.440007 7.396436 -0.442 0.134 -0.112 0.166
F 6.714209 -8.438693 7.383344 -0.449 0.168 -0.135 0.162
H 3.737495 -8.372975 2.872505 -0.127 -0.087 -0.006 0.084
H 2.067679 -7.881894 3.227204 0.034 -0.048 0.044 0.085
H 3.424555 -7.189067 4.130976 -0.136 -0.032 0.035 0.069
H 2.520329 -10.112597 4.201983 0.303 -0.094 0.126 0.126
H 2.253490 -8.958915 5.499725 0.252 0.051 0.071 0.126

Entry 2:
14
Properties=species:S:1:pos:R:3:forces:R:3:lowdin_charge:R:1 method="wB97M-V/def2-TZVPD" smiles=Cc1cc(N)c(Cl)o1 spin_multiplicity=1 gap_ev=8.790 charge=0 largest_force_ev_per_a=1.26 lumo_energy_ev=0.9
C -2.999090 -0.632861 0.010313 0.396 0.485 -0.266 -0.004
C -1.612886 -0.090033 0.002449 -0.726 0.778 -0.083 -0.337
C -1.131912 1.182792 -0.010659 0.193 -0.327 0.055 0.032
C 0.306162 1.071980 -0.009361 -0.585 -0.055 0.016 -0.357
N 1.213406 2.123075 -0.096111 0.753 0.593 0.822 0.084
C 0.544221 -0.255223 -0.000057 0.408 -0.369 -0.008 -0.699
Cl 2.020765 -1.125983 0.006118 -0.236 0.162 -0.010 0.713
O -0.612145 -0.986749 -0.004601 0.560 -0.016 0.041 0.023
H -3.165753 -1.226669 0.883881 -0.171 -0.338 0.686 0.076
H -3.165395 -1.275594 -0.838891 -0.059 -0.202 -0.425 0.081
H -3.716017 0.182348 -0.020453 -0.032 0.031 0.034 0.086
H -1.687460 2.108275 -0.016765 -0.089 -0.149 -0.017 0.116
H 2.163888 1.799150 0.123677 -0.567 0.330 -0.191 0.081
H 0.982091 2.926745 0.518017 0.156 -0.923 -0.654 0.105

Entry 3:
46
Properties=species:S:1:pos:R:3:forces:R:3:lowdin_charge:R:1 method="wB97M-V/def2-TZVPD" spin_multiplicity=1 gap_ev=10.427 charge=+1 largest_force_ev_per_a=2.40 lumo_energy_ev=-2.9
O -0.995428 3.757329 1.103719 -0.554 -0.561 0.153 -0.031
H 0.158672 3.185774 -1.893725 0.165 0.425 -0.063 0.076
H -1.342103 4.633491 1.281106 0.217 0.295 -0.038 0.069
O -0.529970 -2.787635 -0.827891 -0.110 0.120 0.156 -0.028
H 1.227513 -1.778864 0.182085 -0.721 -0.313 1.005 -0.029
H -1.346337 -2.337252 -1.032574 -0.520 0.043 -0.138 0.028
O 0.688692 2.647400 -1.300234 -0.085 -0.063 -0.064 -0.041
H -2.925907 -1.205949 -4.128901 -0.517 -0.677 0.406 0.071
H -2.122632 0.980117 2.825717 -0.272 0.643 0.119 0.047
O 0.182749 -1.998276 1.822303 -0.203 0.443 -0.498 -0.072
H 2.173727 0.537388 -1.698181 -0.467 -0.597 -0.690 0.052
H -0.238752 -2.302127 2.629253 -0.710 0.391 -0.044 0.085
O -1.970139 2.374089 -1.012686 -0.427 -0.363 -0.269 -0.061
H -2.523202 2.644018 -1.759534 -0.354 0.558 0.943 0.100
H -2.011702 2.866138 -0.160690 -0.073 0.415 -0.725 0.054
O -3.000444 -0.792269 -3.266162 0.839 1.327 0.647 -0.028
H 2.368385 0.647611 1.782526 -0.326 -0.416 0.494 0.023
H 0.268985 1.778082 -1.436843 0.649 0.286 0.255 0.019
O 3.132490 0.538820 1.182286 0.245 0.615 -0.816 0.020
H -1.170569 1.200758 -1.778202 0.052 -1.084 0.249 0.012
H 2.408340 2.036286 -1.064254 -0.266 -0.386 -0.262 0.115
O 1.379853 -0.595797 -2.465063 0.608 -0.517 -0.916 -0.067
H -0.208072 -3.170269 -1.644437 0.072 -0.187 -0.177 0.068
H 1.881466 -1.331289 -2.868825 -0.392 0.452 0.711 0.102
O 2.740135 1.115169 -1.127963 0.735 0.256 0.341 0.159
H -3.457377 -1.235912 -2.548754 -0.407 -0.737 -0.849 0.060
H 1.193845 -4.544248 1.638696 0.261 -0.630 -0.269 0.021
O -1.605674 -0.432655 0.511550 0.262 0.195 0.276 -0.050
H -1.537858 2.158494 3.778264 -0.585 0.051 -0.383 0.067
O 1.967942 -2.058235 -0.318109 1.935 0.288 -1.396 -0.029
H 2.244052 -2.928780 -0.047679 -0.152 -0.259 0.537 0.053
H 3.757999 -0.121842 1.462717 0.044 -0.402 0.347 0.096
O -0.744126 0.311077 -1.914495 -1.179 1.048 -0.044 -0.123
H 0.581443 -0.924631 -2.005231 0.926 0.062 -0.486 0.025
H -1.509148 -0.195364 -2.239626 0.108 -0.093 -0.420 0.031
O 1.100745 -4.508540 2.592977 -0.270 0.423 -0.179 -0.044
H 2.823375 0.677301 -0.164275 0.526 0.361 0.465 0.057
H 0.639624 -3.658614 2.609177 0.442 -0.542 0.407 -0.014
O -1.495424 1.238569 3.505692 0.663 -0.601 0.231 -0.026
H -0.235368 3.821516 0.519188 0.257 0.183 -0.084 0.037
H 0.141015 1.081566 2.754968 1.063 0.892 0.420 0.033
O 0.954324 0.548995 2.563761 -2.083 0.352 0.000 -0.070
H 0.355555 -0.205538 2.413066 1.331 -1.049 -0.278 0.013
H -0.492664 -1.834797 1.124303 0.021 -0.682 1.161 0.031
H -2.154401 0.324414 0.292439 -0.328 0.087 -0.134 0.044
H -0.753650 -0.155523 0.128547 -0.418 -0.054 -0.100 0.042